A cluster of 2 separate species, H4NP in total in a non-equilibrium geometry, computed with wB97M-V/def2-TZVPD.

* frontier orbital gap (spin up / spin down): 8.65 / 7.69 eV
* ΔE to the lowest compared entry with this formula, charge and spin: 278.25 kJ/mol
* 2S+1: 1
* energy: -398.37173 Ha
* E_HOMO (spin up / spin down): -8.91 / -7.85 eV

Last column: Mulliken charge in e.
CARTESIAN COORDINATES (ANGSTROEM)
P 0.438 0.856 0.685  0.0105
H 0.308 -1.365 0.729  0.2504
H 1.708 0.415 0.157  0.0375
H -0.773 1.650 -1.299  -0.0940
N -0.315 -0.652 0.729  -0.4715
H -0.938 -0.695 1.504  0.2671

=====

A cluster of 2 separate species, C5H8O4 in total in a non-equilibrium geometry, computed with wB97M-V/def2-TZVPD.

* frontier orbital gap: 7.37 eV
* ΔE to the lowest compared entry with this formula, charge and spin: 169.74 kJ/mol
* 2S+1: 1
* energy: -496.26120 Ha
* net charge: -2
* E_HOMO: -0.83 eV

Last column: Mulliken charge in e.
CARTESIAN COORDINATES (ANGSTROEM)
O 2.740 -1.505 0.897  -0.6296
H -1.851 0.964 1.408  0.3727
O 2.077 -3.568 0.328  -0.7534
H -0.151 -2.013 0.204  0.1299
O -0.244 3.104 0.814  -0.7672
C 0.738 -1.683 -0.459  -0.4164
C 2.045 -2.327 0.378  0.4505
C 0.784 -0.271 -0.704  -0.5908
H 0.894 -2.384 -1.325  0.2308
H 1.927 0.021 -0.643  0.1915
O -0.953 2.540 -1.207  -0.7325
H -2.640 0.836 -0.148  0.2745
C -2.085 1.515 0.526  -1.0830
H 0.357 0.264 0.256  -0.0469
C -0.999 2.461 0.045  0.6207
H -2.875 1.972 1.172  0.3532
H 0.237 0.073 -1.543  0.3960

=====

A structure of composition H4NO3SSi in a non-equilibrium geometry, computed with wB97M-V/def2-TZVPD.

* frontier orbital gap: 7.26 eV
* ΔE to the lowest compared entry with this formula, charge and spin: 24.49 kJ/mol
* 2S+1: 1
* energy: -970.60213 Ha
* net charge: -1
* E_HOMO: -3.81 eV

Last column: Mulliken charge in e.
CARTESIAN COORDINATES (ANGSTROEM)
O 0.241 0.317 0.124  -0.4537
O -1.732 1.775 1.691  -0.4924
N 0.343 -2.219 -0.754  -0.7047
O 0.595 2.161 2.171  -0.4525
H -0.745 -0.082 -1.938  -0.1623
Si 0.407 -0.722 -1.294  0.2216
S -0.426 2.106 1.161  0.7183
H -0.165 -0.370 0.681  0.3453
H -0.273 -2.484 -0.085  0.1618
H 1.757 -0.482 -1.756  -0.1814

=====

An isolated molecule of C5H5N in a non-equilibrium geometry, computed with wB97M-V/def2-TZVPD.

* frontier orbital gap: 9.56 eV
* ΔE to the lowest compared entry with this formula, charge and spin: 395.23 kJ/mol
* 2S+1: 1
* energy: -248.12450 Ha
* E_HOMO: -9.80 eV
* SMILES: CCC#CC#N

Last column: Mulliken charge in e.
CARTESIAN COORDINATES (ANGSTROEM)
H -2.436 -0.860 0.673  0.3169
C -1.351 -0.894 0.527  -1.0598
C 3.183 0.514 -0.600  -0.5055
H -1.321 0.844 -0.770  0.2562
C 0.611 0.519 -0.072  0.7024
C -0.833 0.498 0.147  -0.4903
N 3.613 0.552 0.482  -0.1797
H -1.134 -1.626 -0.258  0.3131
C 1.773 0.515 -0.359  0.0651
H -0.892 -1.248 1.455  0.3072
H -1.082 1.223 0.926  0.2743